No. 1
{"formula": "C4H4O5Sc", "method": "ωB97M-V/def2-TZVPD", "max_force_ev_per_a": 6.60, "total_energy_ev": -35141.399, "orbital_gap_ev": 6.6, "e_homo_ev": -13.789, "total_charge": 1, "relative_energy_kcal_mol": 45.9, "spin_multiplicity": 1, "species": ["O", "C", "C", "O", "O", "C", "H", "H", "H", "O", "C", "O", "H", "Sc"], "positions_angstrom": [[-2.851, -0.488, -0.029], [-2.814, 0.833, 0.155], [-1.489, -0.983, -0.075], [-3.786, 1.505, 0.400], [-1.576, 1.299, 0.059], [-0.695, 0.245, -0.478], [-1.432, -1.800, -0.802], [-1.257, -1.367, 0.929], [-0.779, 0.351, -1.575], [3.105, -0.826, 0.718], [3.875, 0.174, 0.525], [3.430, 1.112, -0.191], [4.814, -0.439, 0.264], [1.455, 0.383, 0.099]], "mulliken_charge": [-0.291, 0.623, -0.450, -0.502, -0.330, -0.274, 0.324, 0.316, 0.477, -0.491, 0.437, -0.532, 0.383, 1.310]}


No. 2
{"formula": "C20H24NO13P2V", "method": "ωB97M-V/def2-TZVPD", "max_force_ev_per_a": 1.31, "total_energy_ev": -93514.510, "orbital_gap_ev": [6.4, 6.4], "e_homo_ev": [-2.922, -2.922], "total_charge": -2, "relative_energy_kcal_mol": 82.9, "spin_multiplicity": 3, "species": ["V", "O", "C", "O", "C", "C", "C", "N", "C", "C", "C", "O", "O", "H", "H", "H", "O", "P", "O", "O", "O", "P", "O", "O", "O", "H", "H", "C", "C", "C", "C", "C", "C", "C", "O", "C", "C", "C", "H", "H", "H", "H", "H", "H", "H", "H", "H", "H", "H", "H", "C", "C", "C", "O", "H", "H", "H", "H", "H", "H", "H"], "positions_angstrom": [[-0.571, -1.970, 1.352], [-2.355, 5.934, -1.275], [-1.616, 5.662, -0.303], [-0.764, 6.359, 0.279], [-1.801, 4.217, 0.253], [-2.980, 3.514, 0.021], [-3.078, 2.204, 0.467], [-2.095, 1.558, 1.096], [-0.958, 2.218, 1.306], [-0.782, 3.547, 0.914], [0.200, 1.454, 1.994], [1.339, 1.697, 1.534], [-0.113, 0.686, 2.932], [-3.784, 3.992, -0.524], [-3.990, 1.631, 0.301], [0.163, 4.038, 1.097], [-1.398, -1.896, 4.142], [-1.246, -3.482, 3.848], [-1.077, -4.265, 5.079], [-0.250, -3.532, 2.706], [-2.688, -3.768, 3.160], [-3.168, -3.177, 1.731], [-3.025, -1.570, 1.964], [-4.509, -3.684, 1.429], [-2.018, -3.298, 0.740], [-1.112, -1.606, 5.011], [-3.481, -1.220, 2.738], [2.953, 0.597, -5.375], [1.919, 0.384, -4.304], [1.049, 1.399, -3.938], [0.096, 1.219, -2.945], [-0.805, 2.357, -2.570], [0.040, -0.021, -2.281], [-0.931, -0.174, -1.213], [-0.871, -1.045, -0.367], [0.919, -1.072, -2.637], [0.923, -2.419, -1.973], [1.830, -0.844, -3.655], [2.860, 1.586, -5.823], [2.857, -0.149, -6.166], [3.960, 0.507, -4.961], [1.114, 2.363, -4.429], [-0.606, 3.234, -3.182], [-0.652, 2.642, -1.528], [-1.863, 2.111, -2.683], [-1.759, 0.534, -1.158], [-0.079, -2.820, -1.828], [1.392, -2.358, -0.989], [1.498, -3.121, -2.579], [2.502, -1.645, -3.945], [3.281, -2.266, 1.462], [2.336, -1.269, 2.120], [2.255, -1.425, 3.632], [1.063, -1.410, 1.561], [4.291, -2.162, 1.866], [3.326, -2.094, 0.385], [2.935, -3.286, 1.650], [2.612, -0.237, 1.879], [1.896, -2.421, 3.894], [1.569, -0.668, 4.011], [3.243, -1.271, 4.079]], "mulliken_charge": [1.861, -0.750, 0.355, -0.733, 0.180, -0.619, -0.268, -0.209, 0.776, -0.540, 0.238, -0.818, -0.691, 0.433, 0.390, 0.436, -0.428, 0.759, -0.784, -0.567, -0.282, 0.880, -0.377, -0.810, -0.439, 0.284, 0.285, -1.543, 0.840, -1.072, 0.778, -1.221, 0.698, -0.910, -0.395, 1.485, -1.490, -1.099, 0.339, 0.348, 0.316, 0.291, 0.373, -0.014, 0.391, 0.448, 0.348, 0.077, 0.407, 0.358, -1.492, 0.642, -1.393, -0.236, 0.427, 0.306, 0.306, 0.209, 0.225, 0.227, 0.466]}


No. 3
{"formula": "C6H12O", "method": "ωB97M-V/def2-TZVPD", "smiles": "C[C@@H]1OCC[C@@H]1C", "max_force_ev_per_a": 1.34, "total_energy_ev": -8462.637, "orbital_gap_ev": 10.5, "e_homo_ev": -9.478, "relative_energy_kcal_mol": 39.6, "spin_multiplicity": 1, "species": ["C", "C", "C", "C", "O", "C", "C", "H", "H", "H", "H", "H", "H", "H", "H", "H", "H", "H", "H"], "positions_angstrom": [[-1.240, -1.596, -1.024], [-0.565, -0.371, -0.442], [-0.941, 0.218, 0.904], [-0.314, 1.627, 0.710], [0.506, 1.568, -0.475], [0.876, 0.085, -0.594], [2.019, -0.090, 0.389], [-2.304, -1.336, -1.106], [-0.889, -1.766, -2.049], [-1.167, -2.528, -0.462], [-0.869, 0.441, -1.117], [-0.494, -0.295, 1.766], [-2.027, 0.222, 1.036], [0.325, 1.933, 1.542], [-1.109, 2.379, 0.627], [1.218, -0.205, -1.601], [1.760, 0.343, 1.357], [2.354, -1.116, 0.545], [2.861, 0.487, -0.008]], "mulliken_charge": [-1.353, 0.367, -0.658, -0.578, -0.518, 0.148, -1.305, 0.336, 0.348, 0.326, 0.246, 0.250, 0.330, 0.351, 0.327, 0.448, 0.275, 0.339, 0.321]}


No. 4
{"formula": "C26H56BBeCl2F9N3O17P2Si", "method": "ωB97M-V/def2-TZVPD", "max_force_ev_per_a": 4.41, "total_energy_ev": -144180.264, "orbital_gap_ev": 1.3, "e_homo_ev": -5.202, "total_charge": -1, "spin_multiplicity": 1, "species": ["C", "C", "C", "C", "C", "C", "C", "O", "Si", "C", "C", "C", "O", "C", "O", "N", "C", "C", "C", "O", "H", "H", "H", "H", "H", "H", "H", "H", "H", "H", "H", "H", "H", "H", "H", "H", "H", "H", "H", "H", "H", "H", "H", "H", "H", "H", "H", "H", "H", "Be", "C", "C", "O", "C", "O", "O", "H", "H", "H", "H", "C", "Cl", "Cl", "H", "H", "C", "O", "P", "O", "O", "C", "O", "C", "H", "H", "H", "H", "H", "H", "H", "H", "H", "F", "P", "F", "F", "F", "F", "F", "C", "O", "N", "C", "C", "H", "H", "H", "H", "H", "H", "H", "B", "O", "C", "O", "C", "O", "O", "F", "F", "O", "H", "N", "H", "H", "H", "H", "F"], "positions_angstrom": [[-1.097, 1.558, -1.790], [-1.868, 0.804, -3.019], [-3.445, 1.041, -3.036], [-3.633, 2.653, -2.936], [-4.313, 0.215, -1.969], [-5.807, 0.135, -2.633], [-6.676, 1.464, -2.469], [-7.870, 1.149, -1.707], [-9.305, 1.846, -2.379], [-10.112, 0.538, -3.513], [-10.518, 2.103, -0.885], [-9.077, 3.569, -3.171], [-4.311, 1.013, -0.748], [-5.171, 0.472, 0.244], [-4.837, -0.293, 1.163], [-3.942, -1.200, -1.774], [-2.799, -1.476, -0.887], [-4.059, -2.053, -2.962], [-3.100, -2.084, -4.258], [-5.018, -2.886, -2.970], [-1.845, 1.714, -0.924], [-0.242, 0.923, -1.385], [-0.793, 2.605, -2.132], [-1.527, -0.277, -2.968], [-1.438, 1.270, -3.982], [-3.808, 0.784, -4.100], [-4.622, 3.012, -3.368], [-3.381, 3.067, -1.910], [-2.823, 3.071, -3.644], [-5.749, -0.072, -3.765], [-6.390, -0.731, -2.146], [-6.904, 1.882, -3.522], [-6.147, 2.319, -1.918], [-10.497, -0.298, -2.833], [-10.993, 0.940, -4.119], [-9.347, 0.040, -4.216], [-11.279, 2.880, -1.222], [-10.976, 1.091, -0.616], [-9.935, 2.462, 0.039], [-8.639, 4.332, -2.446], [-8.470, 3.530, -4.149], [-10.124, 3.952, -3.466], [-6.272, 0.810, 0.235], [-2.385, -0.604, -0.291], [-3.026, -2.362, -0.185], [-1.920, -1.852, -1.547], [-2.120, -2.642, -3.958], [-2.915, -1.071, -4.744], [-3.602, -2.747, -5.055], [-2.354, -3.628, -2.547], [0.473, 0.252, 2.509], [-0.052, -1.089, 2.103], [0.524, -1.288, 0.817], [1.639, -0.519, 0.758], [2.453, -0.572, -0.123], [1.718, 0.321, 1.827], [0.613, 0.333, 3.588], [-0.162, 1.077, 2.171], [0.285, -1.886, 2.769], [-1.142, -1.110, 2.047], [-1.140, 5.525, -0.984], [-1.932, 5.564, -2.564], [0.134, 4.301, -0.933], [-0.699, 6.501, -0.786], [-1.882, 5.294, -0.221], [4.603, 0.449, -1.509], [5.314, 1.648, -1.826], [6.913, 1.586, -1.791], [7.496, 0.329, -2.309], [7.324, 1.927, -0.283], [6.357, 2.404, 0.636], [7.335, 2.900, -2.600], [7.659, 2.734, -3.977], [3.642, 0.723, -1.085], [4.439, -0.128, -2.420], [5.147, -0.158, -0.782], [5.725, 1.570, 0.954], [5.745, 3.197, 0.204], [6.874, 2.794, 1.514], [7.335, 3.619, -4.525], [7.167, 1.860, -4.407], [8.741, 2.628, -4.079], [1.405, -4.463, 0.992], [1.294, -5.019, 2.503], [0.166, -3.884, 2.737], [1.421, -6.353, 3.392], [0.102, -5.968, 1.977], [1.811, -4.204, 3.799], [2.842, -5.228, 2.117], [4.668, -0.193, 3.774], [3.637, -0.141, 4.418], [5.896, 0.173, 4.240], [7.092, 0.092, 3.425], [5.991, 0.653, 5.592], [4.685, -0.551, 2.733], [7.808, -0.577, 3.908], [7.527, 1.091, 3.335], [6.861, -0.289, 2.430], [5.629, -0.130, 6.267], [5.353, 1.536, 5.703], [7.021, 0.910, 5.843], [5.433, -8.552, 4.650], [4.373, -8.588, 3.627], [4.888, -8.092, 2.503], [4.279, -7.981, 1.465], [6.289, -7.711, 2.730], [7.040, -7.230, 1.913], [6.622, -7.977, 3.991], [5.720, -9.878, 5.113], [5.033, -7.725, 5.751], [1.398, 6.941, -3.343], [0.683, 6.341, -3.096], [4.436, 0.157, 8.560], [5.129, 0.879, 8.774], [4.080, 0.296, 7.605], [4.874, -0.768, 8.629], [3.661, 0.218, 9.226], [3.687, 6.461, -3.398]], "mulliken_charge": [-0.528, -0.943, 0.032, -1.356, 1.033, -1.040, -0.425, -0.288, 0.432, -0.963, -1.001, -0.965, -0.306, 0.181, -0.475, 0.532, -1.003, -0.062, -0.572, -0.494, 0.294, 0.070, 0.041, 0.210, 0.536, 0.492, 0.301, 0.132, 0.445, 0.357, 0.509, 0.238, 0.173, 0.268, 0.321, 0.270, 0.284, 0.263, 0.263, 0.272, 0.302, 0.355, 0.253, 0.067, 0.306, 0.411, 0.120, 0.220, 0.392, 0.223, -0.251, -0.219, -0.285, 0.665, -0.652, -0.378, 0.309, 0.155, 0.212, 0.379, -0.487, -0.141, -0.066, 0.401, 0.328, -0.688, -0.182, 0.956, -0.687, -0.313, -0.480, -0.301, -0.667, 0.283, 0.291, 0.288, 0.126, 0.333, 0.249, 0.257, 0.318, 0.251, -0.302, 0.979, -0.339, -0.295, -0.355, -0.353, -0.326, 0.119, -0.657, 0.186, -1.038, -0.855, 0.379, 0.369, 0.335, 0.369, -0.011, 0.407, 0.395, 0.648, -0.405, 0.695, -0.612, 0.554, -0.642, -0.453, -0.386, -0.391, -0.277, 0.353, -0.483, 0.377, 0.337, 0.399, 0.384, -0.289]}


No. 5
{"formula": "C8H10AuCl3GeN2O2S2", "method": "ωB97M-V/def2-TZVPD", "max_force_ev_per_a": 1.01, "total_energy_ev": -134971.911, "orbital_gap_ev": [5.8, 5.7], "e_homo_ev": [-12.240, -12.173], "total_charge": 1, "relative_energy_kcal_mol": 15.6, "spin_multiplicity": 2, "species": ["Au", "C", "O", "C", "C", "O", "C", "H", "H", "H", "H", "H", "H", "H", "H", "H", "H", "S", "C", "S", "C", "C", "N", "C", "N", "Cl", "Ge", "Cl", "Cl"], "positions_angstrom": [[0.227, -0.255, -0.198], [0.721, 3.089, 0.183], [-0.241, 2.040, 0.404], [-1.536, 2.344, -0.102], [-2.413, 1.170, 0.233], [-1.978, -0.017, -0.483], [-2.555, -0.119, -1.812], [0.325, 4.029, 0.566], [0.945, 3.182, -0.881], [1.617, 2.818, 0.732], [-1.481, 2.507, -1.185], [-1.928, 3.252, 0.364], [-3.458, 1.365, -0.005], [-2.326, 0.922, 1.291], [-3.638, -0.123, -1.711], [-2.220, -1.056, -2.241], [-2.231, 0.713, -2.437], [1.709, -1.460, -1.857], [2.941, -1.341, -0.641], [2.340, -0.424, 0.720], [4.177, -1.868, -0.722], [5.112, -1.663, 0.345], [5.855, -1.456, 1.197], [4.556, -2.629, -1.876], [4.841, -3.216, -2.821], [0.917, -3.535, 1.339], [-0.617, -2.540, 0.350], [-1.121, -3.443, -1.470], [-2.313, -2.280, 1.521]], "mulliken_charge": [0.626, -0.825, -0.307, -0.464, -0.625, -0.036, -0.762, 0.356, 0.337, 0.280, 0.322, 0.455, 0.440, 0.271, 0.317, 0.241, 0.309, -0.219, 0.719, -0.189, 0.583, -0.205, -0.342, -0.221, -0.337, -0.135, 0.774, -0.193, -0.172]}


No. 6
{"formula": "C12H12IOP", "method": "ωB97M-V/def2-TZVPD", "smiles": "O=[P@](I)(C1=CC=CCC1)c1ccccc1", "max_force_ev_per_a": 3.93, "total_energy_ev": -32075.146, "orbital_gap_ev": 8.8, "e_homo_ev": -8.788, "relative_energy_kcal_mol": 0.0, "spin_multiplicity": 1, "species": ["C", "C", "C", "C", "C", "C", "C", "C", "C", "C", "C", "C", "O", "P", "I", "H", "H", "H", "H", "H", "H", "H", "H", "H", "H", "H", "H"], "positions_angstrom": [[0.500, -3.059, -2.916], [-0.008, -3.244, -1.685], [0.713, -1.806, -3.500], [-0.331, -2.087, -0.933], [0.274, -0.730, -2.779], [-0.214, -0.853, -1.504], [1.546, 1.081, 2.475], [1.088, 0.668, 1.179], [0.867, 2.132, 3.084], [-0.227, 0.777, 0.869], [-0.409, 2.579, 2.490], [-1.163, 1.472, 1.923], [-0.788, 1.859, -1.550], [-0.912, 0.623, -0.765], [-3.281, -0.045, -0.436], [0.713, -4.000, -3.506], [-0.346, -4.293, -1.225], [1.183, -1.702, -4.470], [-0.708, -2.248, 0.148], [0.492, 0.253, -3.101], [2.503, 0.791, 2.758], [1.874, 0.359, 0.485], [1.217, 2.509, 4.014], [-1.051, 3.204, 3.187], [-0.019, 3.149, 1.567], [-2.062, 1.825, 1.439], [-1.451, 0.785, 2.751]], "mulliken_charge": [-0.079, -0.634, -0.736, 0.003, -0.312, 0.176, -0.854, 0.044, -0.417, 0.220, -0.630, -0.821, -0.754, 0.883, -0.115, 0.270, 0.226, 0.406, 0.233, 0.423, 0.446, 0.405, 0.427, 0.335, 0.248, 0.371, 0.236]}